# 1
94
Properties=species:S:1:pos:R:3:forces:R:3 method="wB97M-V/def2-TZVPD" spin_multiplicity=1 charge=+2 relative_energy_ev=0.500 lumo_energy_ha=-0.2019 e_homo_ev=-12.9
Ga -0.540 -0.458 0.509 -0.410 0.297 -0.273
O -1.746 2.068 1.600 0.111 -0.218 0.100
N -1.880 1.260 0.491 -0.127 0.289 -0.073
C -2.722 1.758 -0.328 -0.076 -0.287 -0.205
C -3.160 1.190 -1.610 0.060 0.147 0.163
C -4.364 1.709 -2.082 -0.042 0.043 -0.017
C -4.903 1.289 -3.288 -0.016 0.000 0.004
C -4.217 0.362 -4.053 -0.006 0.005 -0.022
C -3.009 -0.153 -3.600 -0.019 -0.048 0.020
C -2.476 0.237 -2.377 0.000 -0.185 0.002
P -0.820 -0.377 -1.943 0.158 0.155 -0.027
C 0.279 0.798 -2.781 -0.051 0.029 -0.033
C 1.639 0.519 -2.909 0.020 0.073 0.027
C 2.483 1.406 -3.556 -0.008 0.014 0.002
C 1.979 2.593 -4.071 0.024 0.003 -0.010
C 0.631 2.887 -3.933 -0.035 -0.003 0.020
C -0.220 1.994 -3.296 0.000 0.037 0.015
C -0.706 -2.002 -2.747 -0.049 -0.016 0.007
C 0.275 -2.321 -3.681 0.016 -0.029 -0.011
C 0.287 -3.577 -4.277 0.023 0.030 0.009
C -0.677 -4.516 -3.952 -0.018 -0.034 0.008
C -1.669 -4.200 -3.030 0.022 0.003 0.000
C -1.684 -2.952 -2.432 0.047 0.000 -0.054
H -1.485 1.426 2.304 0.006 0.107 0.039
H -3.204 2.680 -0.011 -0.040 -0.014 -0.003
H -4.883 2.456 -1.492 -0.001 -0.012 -0.021
H -5.845 1.695 -3.631 0.018 0.008 -0.002
H -4.610 0.044 -5.010 -0.001 -0.005 0.021
H -2.477 -0.865 -4.218 0.000 0.000 0.020
H 2.038 -0.401 -2.519 0.061 -0.063 0.010
H 3.533 1.166 -3.665 -0.017 -0.004 0.013
H 2.634 3.285 -4.583 -0.008 -0.006 0.018
H 0.234 3.812 -4.330 0.000 -0.016 0.003
H -1.269 2.241 -3.209 0.011 0.000 -0.039
H 1.024 -1.599 -3.969 -0.002 0.028 -0.029
H 1.050 -3.811 -5.008 -0.006 0.005 -0.003
H -0.670 -5.488 -4.428 0.006 0.015 0.017
H -2.437 -4.923 -2.790 0.001 0.018 -0.007
H -2.479 -2.707 -1.743 -0.058 0.014 -0.002
O 1.371 -0.418 0.285 -0.189 -0.384 -0.516
S 2.879 -0.158 0.346 0.306 0.209 0.369
C 3.604 -1.213 -0.893 -0.088 -0.016 0.075
C 2.991 -2.386 -1.301 0.115 -0.077 -0.021
C 3.624 -3.174 -2.249 -0.013 -0.010 0.013
C 4.853 -2.785 -2.770 0.000 0.021 0.003
C 5.454 -1.606 -2.350 0.003 -0.007 -0.020
C 4.826 -0.804 -1.407 -0.009 0.026 0.002
C 3.465 -0.987 1.793 0.043 -0.038 -0.016
C 4.519 -0.368 2.449 0.013 -0.074 0.012
C 5.139 -1.048 3.491 -0.059 -0.023 0.031
C 4.683 -2.304 3.862 -0.010 0.059 0.014
C 3.606 -2.895 3.206 -0.049 -0.021 0.031
C 2.987 -2.242 2.156 0.058 0.075 -0.031
H 2.036 -2.680 -0.892 -0.087 -0.027 0.040
H 3.161 -4.097 -2.573 0.005 0.014 -0.007
H 5.346 -3.406 -3.507 -0.006 0.010 0.015
H 6.410 -1.307 -2.759 -0.016 -0.007 0.009
H 5.284 0.121 -1.076 -0.022 -0.016 -0.018
H 4.860 0.616 2.150 -0.031 -0.013 0.011
H 5.969 -0.591 4.013 -0.010 -0.006 0.002
H 5.164 -2.828 4.678 0.012 -0.007 -0.017
H 3.253 -3.874 3.502 -0.009 0.021 -0.014
H 2.159 -2.712 1.639 0.089 0.017 0.052
S -0.633 -0.511 2.760 0.167 -0.105 0.238
C 0.766 0.362 3.440 -0.055 0.133 -0.017
C 1.351 -0.182 4.580 0.070 0.061 -0.002
C 2.348 0.523 5.241 -0.004 -0.054 -0.057
C 2.775 1.754 4.762 0.017 -0.011 0.015
C 2.203 2.284 3.614 0.039 -0.018 -0.017
C 1.194 1.596 2.956 0.067 -0.082 -0.043
H 1.015 -1.142 4.952 0.008 0.027 0.003
H 2.790 0.106 6.137 -0.003 0.000 -0.006
H 3.548 2.302 5.283 -0.013 -0.011 0.006
H 2.528 3.246 3.240 -0.012 -0.006 -0.003
H 0.735 2.033 2.077 -0.009 0.024 0.022
O 0.596 -8.382 0.566 0.050 0.020 0.068
C 0.672 -7.766 1.835 -0.068 0.035 -0.065
N -0.314 -6.710 1.829 -0.003 0.073 -0.031
C 0.030 -5.407 1.721 -0.021 -0.114 -0.026
O 1.163 -4.972 1.810 0.028 -0.021 -0.039
C -1.100 -4.436 1.486 -0.011 -0.065 0.037
C -2.398 -4.548 1.963 -0.053 -0.085 -0.016
C -3.297 -3.516 1.730 -0.031 -0.003 -0.037
C -2.869 -2.392 1.051 0.030 -0.013 -0.019
N -1.613 -2.282 0.593 0.112 0.010 0.329
C -0.759 -3.285 0.810 -0.048 0.059 -0.125
H 1.025 -9.244 0.606 -0.005 -0.014 -0.017
H 1.640 -7.302 2.015 0.052 0.015 0.013
H 0.445 -8.471 2.635 -0.036 -0.040 0.003
H -1.235 -6.985 1.523 -0.016 -0.015 0.066
H -2.706 -5.417 2.532 -0.001 0.025 0.003
H -4.314 -3.568 2.093 0.012 -0.001 0.001
H -3.532 -1.554 0.873 0.032 0.018 0.023
H 0.255 -3.170 0.452 0.064 0.050 -0.005

=====

# 2
96
Properties=species:S:1:pos:R:3:forces:R:3 method="wB97M-V/def2-TZVPD" spin_multiplicity=1 charge=+1 relative_energy_ev=0.467 lumo_energy_ha=-0.1190 e_homo_ev=-9.9
Pt 0.410 1.332 0.405 -0.014 0.693 0.281
C 1.914 -0.797 3.777 0.026 -0.007 0.024
C 1.713 -0.044 2.511 0.011 -0.118 0.102
N 0.563 0.133 1.951 -0.070 -0.219 0.167
N -0.564 -0.314 2.562 -0.116 0.162 -0.005
C -1.532 -0.682 1.753 -0.022 -0.075 -0.022
N -2.725 -0.966 2.241 -0.104 0.003 -0.002
S -1.326 -0.978 -0.024 0.298 -0.201 -0.094
C 2.810 0.524 1.747 0.121 -0.019 -0.131
C 4.150 0.413 2.074 -0.019 0.010 0.004
C 5.096 0.929 1.203 0.036 -0.013 0.039
C 4.677 1.537 0.032 0.009 0.028 -0.066
C 3.322 1.624 -0.231 -0.044 0.075 0.030
N 2.410 1.134 0.610 0.138 -0.146 -0.156
H 0.958 -1.067 4.210 -0.003 0.003 -0.006
H 2.474 -0.186 4.488 0.001 -0.011 -0.004
H 2.490 -1.706 3.590 -0.006 0.002 -0.011
H -2.872 -0.827 3.231 0.003 -0.021 -0.017
H -3.549 -0.903 1.597 0.192 0.094 0.033
H 4.443 -0.076 2.992 -0.007 -0.002 -0.002
H 6.149 0.852 1.435 -0.006 0.003 -0.001
H 5.382 1.942 -0.679 0.000 -0.005 0.011
H 2.939 2.097 -1.125 0.009 -0.001 -0.005
N -1.217 2.218 -0.045 -0.192 -0.110 -0.278
S -2.662 2.393 -0.440 0.007 0.031 0.052
N -3.458 1.446 -1.378 0.066 -0.097 0.069
S -4.546 0.285 -0.914 0.073 0.099 0.044
N -4.698 -0.216 0.442 -0.034 -0.037 -0.066
S -2.643 -3.319 -0.290 0.013 -0.092 -0.057
N -1.168 -2.666 -0.046 -0.352 0.029 0.083
C -3.175 -4.084 1.232 0.028 -0.019 -0.008
C -2.278 -4.795 2.018 0.007 -0.016 -0.015
C -2.723 -5.343 3.207 0.006 -0.006 0.004
C -4.049 -5.175 3.599 -0.006 0.003 0.010
C -4.930 -4.452 2.811 0.004 -0.003 0.007
C -4.490 -3.892 1.617 -0.036 0.028 0.012
C -2.269 -4.785 -1.236 0.008 -0.055 0.034
C -1.014 -4.945 -1.795 -0.022 0.006 -0.029
C -0.772 -6.065 -2.583 0.020 0.013 0.000
C -1.775 -6.995 -2.805 -0.023 -0.020 -0.015
C -3.033 -6.816 -2.240 0.001 0.006 -0.002
C -3.287 -5.707 -1.452 0.029 0.002 0.026
C -4.198 -0.934 -2.185 -0.081 0.052 -0.033
C -5.145 -1.945 -2.292 -0.016 -0.023 -0.003
C -4.918 -3.005 -3.153 0.008 0.002 0.010
C -3.737 -3.061 -3.886 0.006 0.035 -0.017
C -2.801 -2.043 -3.776 -0.009 -0.028 -0.006
C -3.034 -0.963 -2.932 0.064 0.000 0.031
C -6.043 1.024 -1.584 -0.044 -0.048 0.066
C -6.116 1.490 -2.889 0.017 -0.016 -0.046
C -7.298 2.060 -3.333 -0.020 0.012 -0.011
C -8.390 2.156 -2.476 0.007 0.002 -0.001
C -8.306 1.675 -1.178 -0.001 0.004 -0.005
C -7.125 1.098 -0.726 -0.002 0.007 0.000
C -3.617 2.709 1.039 -0.020 -0.043 -0.060
C -3.036 2.519 2.278 0.061 -0.030 0.009
C -3.799 2.754 3.414 -0.004 0.002 0.021
C -5.111 3.188 3.295 0.009 0.000 0.001
C -5.671 3.397 2.040 0.003 -0.005 0.012
C -4.924 3.153 0.902 -0.019 0.018 -0.039
C -2.717 3.954 -1.291 0.014 -0.016 0.023
C -1.986 5.006 -0.755 0.025 0.000 0.005
C -2.039 6.239 -1.379 -0.004 0.009 -0.015
C -2.810 6.408 -2.524 0.003 0.005 0.004
C -3.535 5.348 -3.044 -0.002 -0.001 -0.002
C -3.497 4.106 -2.423 -0.047 -0.006 -0.002
H -1.249 -4.902 1.696 -0.013 -0.007 0.006
H -2.042 -5.906 3.832 -0.006 0.007 -0.004
H -4.392 -5.610 4.530 0.004 0.004 -0.010
H -5.956 -4.312 3.127 0.005 -0.005 -0.002
H -5.153 -3.291 1.004 0.014 0.005 -0.005
H -0.252 -4.201 -1.610 0.007 0.001 0.005
H 0.206 -6.208 -3.023 -0.004 0.005 0.006
H -1.579 -7.864 -3.420 -0.002 0.009 0.006
H -3.816 -7.543 -2.414 0.005 0.004 0.002
H -4.264 -5.561 -1.007 0.012 -0.002 0.005
H -6.046 -1.905 -1.689 0.005 0.006 -0.016
H -5.653 -3.795 -3.245 0.005 0.009 -0.001
H -3.549 -3.900 -4.544 0.001 0.002 0.012
H -1.884 -2.087 -4.349 -0.010 0.002 0.000
H -2.314 -0.161 -2.838 -0.011 0.010 -0.001
H -5.264 1.394 -3.553 -0.017 -0.003 0.022
H -7.373 2.425 -4.350 0.001 -0.006 0.010
H -9.312 2.601 -2.829 0.007 -0.002 0.001
H -9.161 1.742 -0.518 0.007 -0.001 -0.004
H -7.017 0.708 0.279 0.005 0.001 -0.013
H -2.006 2.193 2.352 -0.027 0.003 -0.009
H -3.362 2.606 4.393 -0.004 -0.001 -0.006
H -5.699 3.374 4.184 0.006 0.002 -0.005
H -6.691 3.746 1.949 0.003 -0.002 -0.002
H -5.354 3.304 -0.081 0.006 0.006 0.014
H -1.386 4.851 0.132 -0.005 -0.003 -0.011
H -1.479 7.071 -0.974 -0.003 -0.003 -0.002
H -2.846 7.375 -3.010 -0.002 -0.005 0.002
H -4.136 5.482 -3.934 0.004 0.003 0.005
H -4.061 3.266 -2.804 0.030 0.028 0.008